Entry 1:
C3H9OS | ωB97M-V/def2-TZVPD

XYZ file:
```
14
Properties=species:S:1:pos:R:3:forces:R:3:lowdin_charge:R:1
C -0.52632 0.19015 2.87642 1.9 1.2 -1.0 -0.1933
O 0.67217 1.02407 2.83732 -0.3 -0.5 0.2 -0.2383
H -0.14623 -0.83828 2.81506 -0.9 -0.1 0.6 0.0636
H -1.08186 0.53983 3.74807 0.0 -0.6 0.1 0.0604
H -1.05630 0.40728 1.94576 -0.4 -0.3 0.2 0.0439
C -0.23157 -0.79182 -2.45027 -1.2 -0.9 -1.5 -0.2627
C 0.47753 0.29291 -1.70044 0.1 1.4 -0.2 -0.8749
S 1.19869 -0.17196 -0.14937 0.6 -0.7 0.9 0.2635
H -0.97729 -0.34076 -3.13043 0.0 0.1 0.1 0.0467
H -0.82106 -1.49178 -1.84154 0.3 0.4 0.4 0.0472
H 0.32770 -1.44624 -3.13675 0.6 0.3 0.5 0.0507
H 1.26392 0.79565 -2.29267 -0.3 -0.5 -0.2 0.0274
H -0.25346 1.10713 -1.55482 0.0 -0.2 0.1 0.0325
H 1.15406 0.72380 2.03365 -0.4 0.4 0.0 -0.0666
```
Positions in Å, forces in eV/Å.

Computed properties:
net charge: -1
HOMO-LUMO gap: 6.756 eV

Entry 2:
C23H32AsN8O2STi | ωB97M-V/def2-TZVPD

XYZ file:
```
68
Properties=species:S:1:pos:R:3:forces:R:3:lowdin_charge:R:1
Ti 0.36284 -0.14674 -0.62862 -1.7 -0.4 0.8 0.4197
C 3.76869 -0.66755 3.46500 0.1 0.0 -0.1 -0.0427
N 2.70699 -0.17571 2.61032 -0.1 0.1 0.0 -0.1434
C 2.19349 1.15064 2.93059 0.0 0.0 0.1 -0.0196
C 2.07572 -0.91456 1.66911 0.0 -0.2 0.2 -0.4031
N 0.85345 -0.74025 1.29800 0.4 0.0 0.7 0.0196
N 2.83006 -1.91971 1.07684 0.1 0.0 0.0 0.1596
C 2.49313 -2.55751 -0.10435 -0.2 -0.3 -0.1 -0.4750
N 3.40518 -3.51190 -0.47560 0.1 0.1 0.1 0.1551
N 1.45309 -2.23902 -0.77557 0.1 0.4 -0.1 0.1023
H 4.71218 -0.14924 3.27397 0.0 0.0 0.0 0.0966
H 3.91411 -1.73882 3.33622 0.0 0.0 0.1 0.0835
H 3.49665 -0.49209 4.50779 0.0 -0.1 0.0 0.0962
H 3.04150 1.82043 3.07823 0.0 0.0 0.0 0.0982
H 1.59350 1.14125 3.84542 0.0 0.0 0.0 0.1011
H 1.60006 1.53529 2.10224 0.0 0.0 0.0 0.0795
H 0.36488 -0.03566 1.83864 0.0 0.0 0.1 0.0110
H 3.79380 -1.99295 1.35082 0.0 0.2 -0.1 0.1324
H 4.00338 -3.92817 0.21643 -0.1 0.0 0.1 0.1010
H 3.15932 -4.10720 -1.24608 0.0 0.0 0.0 0.1065
H 1.33582 -2.80402 -1.60732 0.0 0.0 0.0 0.0765
C -6.04650 0.55488 -5.77501 -0.1 -0.1 -0.1 -0.0917
O -5.28377 1.12852 -4.73703 0.0 0.0 0.0 -0.0851
C -4.14170 1.78185 -5.08704 0.1 0.1 0.0 -0.2832
C -3.42236 2.35036 -4.03718 0.0 0.2 0.0 -0.0107
C -2.24565 3.02258 -4.28002 -0.2 0.2 -0.1 -0.0068
C -1.77063 3.17902 -5.58920 -0.8 -0.5 0.3 -0.3155
C -2.51555 2.63417 -6.63143 0.4 0.2 0.1 -0.0302
C -3.68005 1.92147 -6.38941 -0.2 -0.2 0.0 -0.0208
N -0.66293 3.97905 -5.91206 0.4 0.4 -0.2 0.0588
N 0.34530 4.08417 -5.18195 0.1 0.4 -0.7 0.0594
C 0.64005 3.25758 -4.10696 0.3 -0.7 1.0 -0.2548
C 1.32552 3.85867 -3.04553 -0.3 0.1 -0.4 -0.0240
C 1.68396 3.18205 -1.89747 0.1 -0.2 0.5 -0.0105
C 1.37503 1.82872 -1.75375 0.1 0.5 -0.7 -0.3853
O 1.73658 1.07114 -0.71087 1.6 0.8 -0.1 -0.2431
C 0.69020 1.19188 -2.81810 0.4 0.1 -0.2 -0.1764
N 0.41455 -0.14538 -2.62049 -0.1 0.1 -0.5 -0.0851
C 0.01376 -0.88166 -3.67641 0.1 -0.3 -0.3 -0.1829
C -0.13225 -0.34326 -4.93522 0.1 0.1 0.1 -0.0598
C 0.04613 1.02452 -5.12881 0.0 -0.2 -0.1 -0.0174
C 0.40955 1.84443 -4.04501 0.2 0.3 0.1 -0.1027
H -6.91576 0.10906 -5.29859 0.0 0.0 0.0 0.0904
H -5.48764 -0.22421 -6.30315 0.0 0.0 0.0 0.0943
H -6.37535 1.30881 -6.49652 0.0 0.0 0.0 0.0940
H -3.80033 2.23951 -3.02888 0.0 0.1 -0.1 0.1105
H -1.69493 3.45429 -3.45362 -0.1 0.0 0.0 0.1260
H -2.15285 2.76364 -7.64390 0.0 0.0 0.0 0.1132
H -4.21819 1.48645 -7.22079 0.0 0.0 0.0 0.0997
H 1.54083 4.91612 -3.13629 0.0 0.0 0.0 0.1109
H 2.19694 3.69396 -1.09417 0.0 0.0 0.0 0.1130
H -0.18651 -1.93145 -3.49111 0.0 0.0 0.0 0.0879
H -0.39912 -0.98522 -5.76342 0.0 0.0 0.0 0.1040
H -0.04401 1.44169 -6.11841 0.0 0.0 0.0 0.1059
S -1.10338 1.27074 0.19434 0.1 -0.3 -0.2 0.1363
C -3.14825 -1.53921 0.51571 0.1 0.0 0.0 -0.3184
As -1.99022 -1.37967 -1.05664 -1.5 -0.4 -0.2 0.9916
C -2.77488 -2.94197 -2.03149 0.4 0.0 0.1 -0.3052
C -2.99535 -0.11561 -2.16744 0.0 -0.1 0.1 -0.3275
H -4.19854 -1.54677 0.22587 0.0 0.0 -0.1 0.0251
H -2.94815 -0.69240 1.16673 0.0 0.0 0.0 -0.0190
H -2.91789 -2.46304 1.04857 0.0 0.0 -0.1 0.0198
H -3.85743 -2.82520 -2.06789 0.0 0.0 0.0 0.0183
H -2.53813 -3.89127 -1.55006 0.0 0.0 0.0 0.0116
H -2.39405 -2.95709 -3.05356 0.0 0.0 0.0 0.0043
H -2.65224 -0.18443 -3.20167 0.0 -0.1 0.1 0.0258
H -2.83408 0.89510 -1.80951 0.1 -0.1 0.1 -0.0391
H -4.06027 -0.35099 -2.12983 0.0 -0.1 0.0 0.0395
```
Positions in Å, forces in eV/Å.

Computed properties:
expectation value of S²: 0.80
net charge: 0
multiplicity: 2
HOMO-LUMO gap (alpha / beta): 4.635 / 6.275 eV

Entry 3:
C2H12NO3 | ωB97M-V/def2-TZVPD

XYZ file:
```
18
Properties=species:S:1:pos:R:3:forces:R:3:lowdin_charge:R:1
C 2.59429 -1.60550 -0.69246 1.4 -0.6 -1.3 -0.0183
C 0.53143 -0.88014 0.22742 0.5 0.0 0.9 0.1799
N 1.44867 -0.73967 -0.63806 -0.2 1.1 0.0 -0.0081
H 2.68186 -2.05675 -1.68972 -0.6 0.1 0.1 0.1192
H 3.58388 -1.14681 -0.64101 -0.4 0.6 0.6 0.1149
H 2.49384 -2.41439 -0.00114 0.0 -0.3 0.6 0.0947
H 0.80211 -1.48779 1.08996 -0.5 -0.5 -0.3 0.1287
H -0.42789 -0.36652 0.22143 0.0 0.4 -0.2 0.0902
H 1.37207 0.04509 -1.32493 -0.2 -0.9 -0.4 0.1370
H -1.26428 1.79233 3.78690 -0.2 0.2 0.1 0.0447
H -2.44878 2.73717 3.45064 0.1 0.0 0.1 0.0527
O -2.05551 1.88235 3.24544 0.1 -0.2 -0.3 -0.0497
H -0.14031 -0.04544 -2.93194 0.0 0.0 -0.3 0.0696
H 0.49929 1.30219 -3.25817 0.1 -0.1 -0.1 0.0780
O 0.71809 0.38987 -3.02567 -0.2 0.2 0.4 -0.0374
H -2.85901 -0.27747 1.26729 -0.1 0.1 0.0 0.0520
H -2.27352 1.10317 1.01645 -0.2 0.0 0.2 0.0205
O -2.52120 0.28639 0.56071 0.5 -0.1 0.0 -0.0687
```
Positions in Å, forces in eV/Å.

Computed properties:
net charge: +1
HOMO-LUMO gap: 10.198 eV

Looking at ΔE to the lowest compared entry with this formula, charge and spin for the records above, in order, we have 1.148, 1.750, 1.232 eV.